Record 1
ORCA calculation (ωB97M-V/def2-TZVPD) on 7 unconnected molecules or ions with the total composition C34H45N8O5 in a non-equilibrium geometry.

Values from the calculation:
Charge ... +1
Spin multiplicity ... 1
Highest occupied orbital energy ... -10.8 eV
Strongest force on any atom ... 11.99 eV Å⁻¹
Gap between HOMO and LUMO ... 5.7 eV

XYZ file:
```
92
C34H45N8O5, DFT ωB97M-V/def2-TZVPD
C -0.244 3.840 2.762
C -1.007 4.576 1.706
C -1.824 3.667 0.584
O -3.155 3.857 0.507
O -1.086 2.736 -0.303
C -0.796 3.441 -1.564
C 0.781 3.388 -2.033
C 1.452 1.884 -1.987
C 1.132 1.094 -3.406
C 1.805 -0.426 -3.451
C 0.659 -1.599 -3.150
C 0.703 -1.901 -1.535
C 1.673 -3.079 -0.852
C 2.577 -3.945 -1.953
O 1.575 -4.799 -2.673
C 0.770 -5.575 -1.715
C -0.842 -5.306 -1.392
O 1.340 -6.592 -1.051
C 1.702 -3.382 0.787
C 2.647 -4.564 1.420
C 2.604 -5.087 2.812
C 0.669 -2.416 1.681
C -0.265 -1.294 0.899
C -1.367 -0.308 1.679
C -2.787 -0.807 1.834
N -0.193 -1.087 -0.628
O -1.002 -0.163 -1.221
C -2.316 -0.804 -1.560
N -3.252 -1.476 -2.189
H 0.920 3.997 2.790
H -0.782 3.095 3.498
H -0.971 5.767 1.682
H -1.054 4.589 -1.365
H -1.554 3.109 -2.424
H 0.801 3.779 -3.158
H 1.396 4.119 -1.341
H 1.180 1.265 -1.026
H 2.638 2.010 -1.961
H 1.586 1.671 -4.347
H -0.048 0.956 -3.513
H 2.627 -0.574 -2.607
H 2.304 -0.550 -4.504
H -0.373 -1.200 -3.541
H 0.970 -2.525 -3.804
H 3.049 -3.137 -2.677
H 3.369 -4.647 -1.453
H -1.336 -6.236 -0.877
H -0.845 -4.442 -0.568
H -1.433 -4.875 -2.306
H 3.418 -5.092 0.681
H 2.460 -4.463 3.792
H 2.797 -6.250 2.951
H 0.620 -2.555 2.856
H -1.026 0.751 2.044
H -3.647 -0.342 1.150
H -3.113 -1.644 2.591
C 3.977 -1.424 3.562
C 3.374 -0.541 2.550
N 2.897 0.156 1.749
H 3.393 -1.434 4.489
H 4.042 -2.458 3.209
H 4.992 -1.106 3.823
C -3.988 -1.327 -5.588
C -4.337 -2.368 -6.569
N -4.614 -3.191 -7.344
H -3.090 -0.776 -5.886
H -4.793 -0.594 -5.471
H -3.792 -1.753 -4.598
C 5.562 0.665 -3.710
C 4.644 1.816 -3.768
N 3.920 2.725 -3.814
H 5.018 -0.284 -3.670
H 6.218 0.626 -4.586
H 6.206 0.706 -2.825
C -2.433 8.136 3.145
C -2.052 7.373 4.344
N -1.750 6.769 5.292
H -2.324 7.539 2.233
H -3.476 8.468 3.191
H -1.814 9.031 3.021
C -4.109 -8.424 -0.419
C -3.375 -7.704 0.634
N -2.796 -7.134 1.467
H -4.952 -7.837 -0.799
H -3.466 -8.657 -1.274
H -4.516 -9.373 -0.053
C -1.198 8.289 8.284
C -1.850 9.404 8.991
N -2.366 10.284 9.550
H -0.146 8.506 8.070
H -1.225 7.366 8.872
H -1.686 8.077 7.327
```

***

Record 2
ORCA calculation (ωB97M-V/def2-TZVPD) on C17H31F3O in the gas phase.

Values from the calculation:
SMILES string ... CCCCCCCCCCCCCCCC(=O)C(F)(F)F
Spin multiplicity ... 1
Highest occupied orbital energy ... -10.6 eV
Strongest force on any atom ... 0.58 eV Å⁻¹
Gap between HOMO and LUMO ... 11.1 eV

XYZ file:
```
52
C17H31F3O, DFT ωB97M-V/def2-TZVPD
C 3.715 6.840 -0.679
H 4.785 7.034 -0.654
C 3.330 6.167 -1.992
C 1.820 5.993 -2.161
C 1.153 5.089 -1.122
C 1.632 3.640 -1.177
C 0.853 2.751 -0.211
C 1.322 1.298 -0.275
C 0.657 0.393 0.763
C -0.829 0.164 0.495
C -1.504 -0.726 1.541
C -0.995 -2.168 1.605
C -1.280 -2.958 0.329
C -0.751 -4.393 0.371
C -1.328 -5.270 1.485
C -2.864 -5.347 1.470
C -3.393 -5.841 0.163
O -4.088 -5.239 -0.602
C -2.961 -7.301 -0.196
F -2.780 -8.066 0.893
F -3.873 -7.909 -0.955
F -1.803 -7.314 -0.874
H -3.296 -4.365 1.662
H -3.185 -6.038 2.253
H -0.910 -6.274 1.390
H -1.024 -4.882 2.457
H -0.952 -4.863 -0.594
H 0.334 -4.365 0.500
H -2.353 -2.961 0.130
H -0.798 -2.461 -0.513
H 0.078 -2.175 1.803
H -1.485 -2.652 2.452
H -2.577 -0.746 1.336
H -1.366 -0.268 2.524
H -1.345 1.125 0.498
H -0.954 -0.269 -0.499
H 0.780 0.832 1.757
H 1.176 -0.567 0.758
H 1.131 0.901 -1.274
H 2.403 1.275 -0.114
H -0.209 2.808 -0.454
H 0.982 3.126 0.808
H 2.693 3.591 -0.928
H 1.511 3.259 -2.195
H 1.322 5.489 -0.121
H 0.074 5.107 -1.300
H 1.627 5.583 -3.156
H 1.349 6.979 -2.115
H 3.695 6.778 -2.821
H 3.824 5.197 -2.063
H 3.467 6.210 0.171
H 3.192 7.788 -0.570
```

***

Look up the strongest force on any atom of the second one.
0.58 eV Å⁻¹